The following is a quantum chemistry calculation of a molecular structure, C30H30N8O3PPdS2 in a non-equilibrium geometry, from OMol25.

Output
⟨S²⟩ ... 0.776
Energy above the lowest of the compared OMol25 structures with the same formula, charge and spin ... 83.4 kcal per mole
Largest force on an atom ... 4.37 eV/A
HOMO level (alpha / beta) ... -11.438 / -11.438 eV
Total charge ... +2
LUMO level (alpha / beta) ... -8.03 / -7.62 eV
Kohn-Sham gap (alpha / beta) ... 3.41 / 3.82 eV
2S+1 ... 2

Last column: Löwdin charge in e.
CARTESIAN COORDINATES (ANGSTROEM)
Pd (-0.7124, -1.0611, -2.0469)  0.67
C (-3.5252, -4.6700, -5.6750)  -0.06
C (-4.0183, -4.1875, -4.3183)  -0.28
O (-3.0964, -4.5886, -3.3071)  -0.32
P (-2.1484, -3.5584, -2.5107)  0.39
S (-1.8841, -2.2959, -0.2431)  0.37
S (-1.0806, -2.5455, -4.0212)  0.44
O (-1.0881, -4.5593, -1.8890)  -0.43
C (-0.3954, -5.5591, -2.6674)  -0.27
C (-1.1620, -6.8612, -2.7671)  -0.05
H (-4.1935, -4.3080, -6.4521)  0.09
H (-3.5022, -5.7549, -5.7072)  0.09
H (-2.5195, -4.2926, -5.8651)  0.05
H (-4.9815, -4.6373, -4.0579)  0.13
H (-4.1186, -3.0945, -4.3183)  0.10
H (0.5467, -5.7064, -2.1315)  0.13
H (-0.1812, -5.1505, -3.6606)  0.09
H (-1.3287, -7.2777, -1.7791)  0.09
H (-0.5794, -7.5601, -3.3623)  0.09
H (-2.1264, -6.7084, -3.2427)  0.06
C (1.6819, 5.8552, 9.8548)  -0.05
O (2.5111, 4.9314, 9.1744)  -0.06
C (2.1558, 4.3868, 8.0211)  -0.27
C (3.0913, 3.4923, 7.4477)  0.01
C (2.8464, 2.8911, 6.2426)  -0.02
C (1.6486, 3.1461, 5.5443)  -0.16
C (0.7122, 4.0260, 6.1244)  -0.01
C (0.9509, 4.6307, 7.3337)  0.01
C (1.3340, 2.5338, 4.2802)  -0.23
N (0.2095, 2.7462, 3.6148)  0.19
C (0.2660, 1.9827, 2.5095)  -0.17
C (1.4779, 1.2642, 2.4783)  -0.12
N (2.1368, 1.6359, 3.6105)  0.19
C (1.7796, 0.3155, 1.4651)  -0.05
C (2.9335, -0.4813, 1.4071)  0.03
C (3.0465, -1.4368, 0.4235)  -0.01
C (2.0085, -1.5915, -0.4958)  -0.12
N (0.9452, -0.8168, -0.4909)  0.01
C (0.7987, 0.1289, 0.4510)  -0.14
C (-0.4234, 0.8980, 0.4485)  -0.15
N (-1.3058, 0.6689, -0.5380)  0.01
C (-2.4889, 1.2432, -0.5002)  -0.13
C (-2.8635, 2.1390, 0.5014)  -0.01
C (-1.9625, 2.4420, 1.4948)  0.05
C (-0.7160, 1.8078, 1.4908)  -0.05
H (2.2263, 6.1383, 10.7551)  0.10
H (0.7298, 5.3989, 10.1361)  0.10
H (1.4975, 6.7473, 9.2508)  0.10
H (4.0045, 3.3067, 7.9929)  0.13
H (3.5949, 2.2207, 5.8468)  0.10
H (-0.2072, 4.2183, 5.5948)  0.11
H (0.2112, 5.2949, 7.7520)  0.11
H (3.0335, 1.2993, 3.9226)  0.16
H (3.7194, -0.3598, 2.1349)  0.12
H (3.9115, -2.0772, 0.3594)  0.12
H (2.0374, -2.3721, -1.2504)  0.11
H (-3.1837, 0.9765, -1.2874)  0.10
H (-3.8498, 2.5695, 0.4844)  0.12
H (-2.1925, 3.1338, 2.2878)  0.13
N (1.7747, 0.2307, -5.4869)  0.14
C (2.7673, -0.6334, -5.1470)  -0.04
C (2.4299, -1.1408, -3.9225)  -0.12
N (1.2514, -0.6088, -3.5153)  0.03
C (0.8665, 0.2153, -4.4803)  -0.30
C (-0.4044, 0.8801, -4.4784)  -0.28
N (-1.3643, 0.6135, -3.6000)  0.02
C (-2.4416, 1.3474, -3.9747)  -0.11
C (-2.1334, 2.0730, -5.0910)  -0.04
N (-0.8444, 1.7701, -5.3987)  0.14
H (1.7276, 0.7463, -6.3519)  0.17
H (3.6074, -0.8221, -5.7816)  0.13
H (2.9689, -1.8544, -3.3342)  0.10
H (-3.3725, 1.3096, -3.4465)  0.10
H (-2.7199, 2.7560, -5.6678)  0.13
H (-0.3243, 2.1568, -6.1705)  0.17

Atoms 1-6, force components in eV/Å:
0.5666 1.5287 1.2734
0.0316 0.0790 0.4335
-0.8360 0.3676 -1.0146
0.5230 1.1368 1.9146
2.4686 -1.1870 0.1905
-0.4987 -0.6790 -4.2845